[1]
{
  "formula": "C37H39IrN4SSb2",
  "method": "wB97M-V/def2-TZVPD",
  "lumo_energy_ev": [-5.6, -8.1],
  "de_lowest_kcal_mol": 40.8,
  "fmax_ev_per_a": 2.11,
  "e_homo_ha": [-0.466, -0.484],
  "s2": 6.030,
  "orbital_gap_ha": [0.25862, 0.18578],
  "spin_multiplicity": 5,
  "energy_ha": -2634.64689,
  "charge": 2,
  "species": ["Ir", "C", "C", "N", "C", "S", "N", "N", "C", "C", "C", "C", "C", "C", "C", "N", "H", "H", "H", "H", "H", "H", "H", "H", "H", "H", "H", "H", "H", "C", "C", "C", "Sb", "C", "C", "C", "C", "C", "C", "C", "C", "C", "C", "C", "C", "Sb", "C", "C", "C", "C", "C", "C", "C", "C", "C", "C", "C", "C", "H", "H", "H", "H", "H", "H", "H", "H", "H", "H", "H", "H", "H", "H", "H", "H", "H", "H", "H", "H", "H", "H", "H", "H", "H", "H"],
  "xyz": [[-0.784168, 1.964981, -0.848849], [-6.033868, -1.150019, 0.825351], [-5.557468, -0.250019, -0.307749], [-5.004868, 0.982181, 0.211851], [-3.848968, 1.536681, -0.134649], [-2.714068, 0.602281, -1.128649], [-3.586968, 2.765081, 0.198551], [-2.392968, 3.274681, -0.039249], [-2.182868, 4.555881, -0.133449], [-3.268768, 5.566881, -0.003549], [-0.815868, 4.960681, -0.404249], [-0.349868, 6.256381, -0.157949], [0.952132, 6.582181, -0.482049], [1.764432, 5.604881, -1.049249], [1.245332, 4.341081, -1.253549], [-0.008868, 4.014681, -0.943549], [-6.433668, -2.073419, 0.416451], [-6.812768, -0.664419, 1.408651], [-5.205568, -1.396619, 1.486151], [-6.389768, -0.007819, -0.977449], [-4.788268, -0.756319, -0.893649], [-5.616968, 1.544481, 0.790451], [-4.240168, 5.084981, -0.079249], [-3.180268, 6.331881, -0.771449], [-3.208468, 6.056981, 0.967751], [-0.997068, 6.992881, 0.288951], [1.335232, 7.572981, -0.293249], [2.777632, 5.825181, -1.337249], [1.850932, 3.554081, -1.684949], [-0.163368, -1.446219, -2.382149], [1.116832, -0.755419, -2.827049], [1.634932, 0.320381, -1.880949], [2.494832, -0.656219, -0.105349], [4.626632, -0.109119, -0.131349], [5.046432, 1.053181, 0.487051], [6.404932, 1.311881, 0.580851], [7.324032, 0.414781, 0.064451], [6.889732, -0.741019, -0.559749], [5.534432, -1.014319, -0.650549], [1.783432, 0.542581, 1.548851], [2.517132, 0.487281, 2.729851], [2.032032, 1.085181, 3.880851], [0.807332, 1.729581, 3.871951], [0.053832, 1.762181, 2.711351], [0.543832, 1.154181, 1.569051], [-0.265468, -2.031819, -0.270949], [-2.242468, -2.968919, -0.117849], [-2.717368, -3.341219, 1.126051], [-3.860968, -4.121319, 1.211051], [-4.524668, -4.495919, 0.055351], [-4.066468, -4.074219, -1.180249], [-2.919668, -3.301719, -1.272949], [0.995532, -3.782519, -0.203549], [1.840532, -3.946919, 0.887351], [2.708632, -5.024419, 0.938351], [2.738532, -5.933519, -0.106849], [1.890432, -5.769619, -1.189649], [1.012432, -4.698919, -1.238049], [-0.334968, -2.337919, -2.984749], [-1.011468, -0.774019, -2.525449], [0.912032, -0.297419, -3.801849], [1.910432, -1.492419, -2.991149], [0.790932, 1.016481, -1.612049], [2.419332, 0.906281, -2.363249], [4.332132, 1.757081, 0.892151], [6.740132, 2.211581, 1.073251], [8.380632, 0.609381, 0.167651], [7.604732, -1.441619, -0.961049], [5.202832, -1.926219, -1.130449], [3.466032, -0.034719, 2.751951], [2.607832, 1.033981, 4.792251], [0.427432, 2.192981, 4.766651], [-0.916568, 2.233781, 2.692151], [-0.128868, 1.120081, 0.663351], [-2.203468, -3.037119, 2.031051], [-4.230268, -4.424119, 2.179151], [-5.407968, -5.110219, 0.119451], [-4.598568, -4.344019, -2.078649], [-2.564568, -2.972319, -2.239149], [1.814532, -3.238519, 1.712551], [3.360232, -5.155319, 1.790151], [3.420032, -6.769119, -0.068649], [1.916532, -6.472819, -2.005549], [0.351732, -4.574919, -2.085149]],
  "forces_ev_per_a": [[-1.934, 0.780, -0.309], [0.139, 0.104, -0.182], [-0.254, -0.495, 0.011], [0.020, 0.205, 0.118], [0.860, 0.219, -0.203], [1.267, 0.375, -0.239], [-1.564, 0.739, 0.825], [1.503, 0.247, -0.578], [-1.268, -0.834, 0.386], [-0.082, -0.040, 0.119], [0.615, 0.170, -0.148], [-0.195, -0.460, -0.144], [0.190, -0.383, -0.118], [-0.209, 0.135, 0.069], [0.400, 0.028, -0.158], [-0.089, -0.326, 0.177], [-0.086, -0.071, -0.004], [-0.096, 0.022, 0.054], [0.046, -0.027, 0.052], [0.114, -0.057, -0.001], [-0.126, 0.030, 0.039], [0.150, 0.122, -0.100], [0.060, 0.018, 0.013], [0.025, 0.049, -0.057], [-0.043, 0.089, 0.099], [-0.157, 0.006, 0.006], [0.012, 0.089, -0.004], [0.157, -0.029, -0.024], [0.002, 0.028, -0.029], [-0.173, -0.182, 0.408], [0.075, -0.059, -0.137], [0.401, -0.205, 0.276], [-0.048, 1.476, 0.086], [-0.905, -0.533, 0.055], [-0.184, 0.271, 0.094], [-0.029, 0.112, 0.026], [0.053, 0.002, 0.065], [0.037, -0.057, -0.060], [-0.019, -0.250, -0.193], [0.395, -0.460, -0.526], [0.033, -0.003, -0.174], [0.043, 0.012, 0.164], [-0.002, 0.011, 0.010], [-0.157, 0.023, -0.207], [-0.166, 0.292, -0.114], [-0.120, -1.157, -0.677], [0.895, 0.637, 0.131], [0.113, -0.011, 0.337], [0.069, 0.098, 0.050], [-0.073, -0.023, 0.049], [-0.061, 0.016, -0.123], [0.051, 0.070, -0.294], [-0.477, 0.595, -0.017], [-0.026, 0.145, 0.194], [0.066, 0.001, 0.086], [-0.006, 0.021, 0.048], [0.044, -0.093, -0.130], [-0.110, -0.036, -0.097], [-0.057, -0.049, 0.042], [-0.008, -0.118, -0.004], [0.102, -0.083, 0.042], [-0.070, 0.002, -0.050], [0.475, -0.260, -0.084], [-0.017, 0.063, 0.121], [-0.005, 0.038, 0.090], [0.041, 0.100, 0.025], [0.081, 0.028, -0.036], [0.067, -0.078, -0.057], [0.014, -0.058, 0.041], [0.061, 0.052, 0.046], [0.056, 0.010, 0.081], [-0.036, 0.058, 0.159], [-0.112, 0.088, 0.031], [0.397, -0.541, 0.936], [0.000, -0.078, -0.002], [-0.030, -0.055, 0.069], [-0.128, -0.080, 0.000], [-0.057, -0.066, -0.111], [-0.017, -0.033, -0.119], [0.040, -0.061, -0.018], [0.023, -0.010, 0.058], [0.042, -0.089, -0.037], [0.003, -0.127, -0.118], [-0.042, -0.099, -0.105]],
  "lowdin_spin": [2.0701, 0.0007, 0.0069, 0.0147, 0.0363, 0.2831, 0.0298, 0.1311, 0.0222, 0.0045, 0.0112, 0.0009, 0.0061, 0.0023, 0.0166, 0.0646, 0.0001, 0.0002, 0.0000, 0.0006, 0.0048, 0.0001, 0.0004, 0.0016, -0.0003, 0.0003, 0.0003, 0.0002, 0.0018, 0.0253, 0.0111, 0.0969, 0.2608, 0.1213, 0.0221, 0.0082, 0.0001, 0.0029, 0.0094, 0.0188, 0.0057, 0.0045, 0.0032, 0.0136, 0.0847, 0.2713, 0.1051, 0.0097, 0.0024, 0.0023, 0.0065, 0.0220, 0.0282, 0.0197, 0.0028, 0.0034, 0.0078, 0.0041, 0.0040, 0.0037, 0.0003, 0.0043, 0.0467, 0.0030, 0.0027, 0.0012, 0.0001, 0.0007, 0.0013, 0.0001, 0.0002, 0.0004, 0.0003, 0.0393, 0.0011, 0.0005, 0.0002, 0.0010, 0.0024, 0.0005, -0.0001, 0.0001, 0.0005, 0.0002]
}

---

[2]
{
  "formula": "C5H11NO",
  "method": "wB97M-V/def2-TZVPD",
  "lumo_energy_ev": 0.9,
  "de_lowest_kcal_mol": 19.3,
  "fmax_ev_per_a": 3.39,
  "e_homo_ha": -0.356,
  "orbital_gap_ha": 0.38964,
  "energy_ha": -327.10065,
  "species": ["C", "C", "C", "C", "C", "N", "O", "H", "H", "H", "H", "H", "H", "H", "H", "H", "H", "H"],
  "xyz": [[-0.831089, 1.774848, -1.842183], [-0.660224, 1.691301, -0.305799], [0.500162, 0.567526, -0.093129], [0.069686, -0.448844, 0.929797], [0.731657, -1.784224, 0.657377], [0.808452, -2.753721, 1.639367], [1.197958, -2.089702, -0.433227], [-1.087190, 0.843539, -2.326731], [0.206030, 1.952729, -2.131200], [-1.561619, 2.550016, -2.039152], [-0.218651, 2.489835, 0.255710], [-1.571261, 1.365026, 0.177496], [0.511656, 0.022386, -1.040942], [1.479406, 1.034097, 0.049766], [0.244834, -0.154347, 1.996308], [-1.005838, -0.697948, 0.890809], [1.127797, -3.645494, 1.301056], [0.058235, -2.717022, 2.314677]],
  "forces_ev_per_a": [[0.810, 1.011, 1.713], [1.716, -2.913, -0.288], [-2.395, 0.627, -0.886], [0.423, -0.757, 1.571], [0.993, -1.639, -0.973], [-0.741, 1.294, 0.454], [-0.138, 0.780, 0.234], [-0.436, -0.353, 0.324], [-0.322, 0.724, -0.870], [0.216, 0.257, -0.768], [-0.458, 1.347, -0.403], [-0.201, -0.022, 0.249], [0.441, 0.043, 0.178], [-0.197, -0.238, 0.275], [-0.010, -0.133, -0.800], [0.190, 0.433, -0.266], [-0.206, -0.106, 0.027], [0.314, -0.355, 0.230]],
  "nbo_charge": [-0.6123, -0.3865, -0.4015, -0.5064, 0.6772, -0.8296, -0.6212, 0.2097, 0.2077, 0.2084, 0.2040, 0.1848, 0.2269, 0.2110, 0.2201, 0.2265, 0.4023, 0.3790]
}